Entry 1:
{"formula": "C6H8Cl2SSi", "method": "ωB97M-V/def2-TZVPD", "elements": ["C", "C", "C", "C", "S", "C", "Si", "C", "Cl", "Cl", "H", "H", "H", "H", "H", "H", "H", "H"], "coordinates": [[-0.81158, 1.66967, -1.42324], [-1.09191, 0.34730, -0.81974], [-2.25689, -0.34920, -0.87649], [-2.31997, -1.52227, -0.17620], [-0.83537, -1.83309, 0.54054], [-0.07051, -0.45088, 0.02403], [1.75236, -0.12542, 0.31062], [2.17106, -0.54049, 2.13936], [2.13958, 1.93711, 0.38630], [2.96514, -0.90019, -1.10954], [-0.14140, 2.29280, -0.87258], [-0.37984, 1.47495, -2.33043], [-1.79691, 2.16074, -1.70169], [-3.09100, -0.02759, -1.38644], [-3.04567, -2.24546, -0.19726], [3.17941, -0.19430, 2.32502], [1.53095, -0.10155, 2.82052], [2.10254, -1.59214, 2.34723]], "forces_ev_per_a": [[-2.644, 0.285, 0.528], [4.129, -1.669, 3.096], [-0.335, -0.778, 0.647], [2.221, 0.964, -0.110], [0.033, -1.080, 0.619], [-1.703, 2.984, -2.781], [-1.099, 0.874, 2.240], [1.197, -1.046, -2.545], [-0.117, -0.347, -0.374], [0.157, -0.253, -0.141], [0.026, 0.428, 0.499], [1.412, -0.249, -2.556], [1.191, -0.221, 0.680], [-1.709, 0.892, -1.169], [-1.748, -1.404, 0.190], [0.295, -0.028, 0.116], [-1.531, 1.378, 1.095], [0.225, -0.728, -0.035]], "lowdin_charge": [-0.07, -0.31, -0.19, -0.39, 1.00, -0.60, -0.23, -0.23, 0.31, 0.35, 0.02, 0.05, 0.11, 0.09, 0.04, 0.02, 0.00, 0.02], "total_charge": 0, "largest_force_ha_per_bohr": 0.105, "relative_energy_kcal_mol": 0.0, "e_lumo_ev": 0.5771, "homo_ha": -0.31756}


Entry 2:
{"formula": "C6H8Cl4CuF6O6S2", "method": "ωB97M-V/def2-TZVPD", "elements": ["Cu", "C", "F", "F", "F", "S", "O", "O", "O", "C", "F", "F", "F", "S", "O", "O", "O", "Cl", "C", "C", "Cl", "H", "H", "H", "H", "Cl", "C", "C", "Cl", "H", "H", "H", "H"], "coordinates": [[-0.05736, 0.45282, -0.77792], [6.11348, 0.83740, 0.09169], [5.86749, 1.63249, -1.01310], [6.72237, -0.29128, -0.30818], [6.69535, 1.57900, 1.09986], [4.41299, 0.36183, 0.85109], [3.74483, -0.56471, -0.09494], [4.67837, -0.26867, 2.14798], [3.46633, 1.48968, 0.91520], [-3.07813, 6.01426, -0.83572], [-2.62627, 7.04912, -1.55194], [-2.36463, 5.97933, 0.29394], [-4.37963, 6.21820, -0.64780], [-2.94813, 4.29216, -1.79243], [-1.53876, 4.04849, -2.09595], [-3.19539, 3.17657, -0.87294], [-3.81569, 4.39461, -2.99150], [-1.63755, -1.25302, 3.98714], [-2.14505, -2.58149, 5.09380], [-2.51283, -2.02319, 6.45062], [-1.19066, -1.16190, 7.25504], [-1.28338, -3.20004, 5.34485], [-2.89225, -3.18093, 4.57374], [-2.89857, -2.79801, 7.11315], [-3.37990, -1.38819, 6.26877], [-1.13906, -3.12132, -3.17504], [-0.64763, -3.94175, -4.65778], [0.80563, -3.48549, -5.10571], [0.99876, -1.66927, -5.12604], [-1.49813, -3.82055, -5.32865], [-0.64340, -4.99652, -4.38293], [0.81972, -3.71371, -6.17146], [1.54712, -4.06608, -4.55689]], "forces_ev_per_a": [[0.752, -0.074, 0.171], [-3.012, 0.690, 0.540], [1.089, -0.916, 1.498], [0.435, 1.634, 0.729], [0.463, -1.289, -2.152], [-4.115, -1.901, 0.487], [1.641, -0.184, -0.349], [0.929, 0.989, -1.284], [1.789, 1.002, 0.270], [0.127, 0.334, -0.381], [0.003, -1.134, -0.108], [-0.911, -0.467, -0.667], [0.603, -0.452, 0.484], [-2.141, 0.931, -2.402], [0.820, 0.249, -0.127], [-0.340, 0.508, 0.184], [1.890, -0.036, 3.037], [-0.136, -0.394, 0.115], [1.376, -0.174, 0.638], [-1.763, 0.166, -0.537], [-0.234, -0.136, -0.159], [0.246, -0.115, -0.887], [-0.167, 0.254, 0.382], [0.420, -0.211, -0.038], [0.250, 0.625, 0.457], [-0.253, 0.324, 0.780], [0.933, 0.068, 0.271], [-2.405, -0.026, -0.920], [0.112, -1.114, 0.398], [0.621, 0.397, -0.459], [0.357, -0.020, -0.197], [0.471, -0.282, 0.134], [0.149, 0.752, 0.090]], "lowdin_spin": [0.00, 0.00, 0.00, 0.00, 0.00, 0.00, 0.00, 0.00, 0.00, -0.01, 0.00, 0.00, 0.00, -0.06, 0.48, 0.41, 0.18, 0.00, 0.00, 0.00, 0.00, 0.00, 0.00, 0.00, 0.00, 0.00, 0.00, 0.00, 0.00, 0.00, 0.00, 0.00, 0.00], "s2": 0.764, "total_charge": 0, "largest_force_ha_per_bohr": 0.089, "relative_energy_kcal_mol": 13.4, "e_lumo_ev": [-4.0786, -5.8130], "homo_ha": [-0.28644, -0.28644], "multiplicity": 2}


Entry 3:
{"formula": "C6H8ClN", "method": "ωB97M-V/def2-TZVPD", "elements": ["H", "N", "C", "C", "C", "C", "C", "C", "Cl", "H", "H", "H", "H", "H", "H", "H"], "coordinates": [[-2.73897, 1.14535, -1.61085], [-2.70226, 0.74550, -0.69704], [-1.53060, 0.55094, -0.33512], [-1.08216, 0.03095, 0.99054], [0.42075, 0.11003, 1.02402], [0.80724, 0.03653, -0.38775], [2.00537, -0.32248, -0.94157], [-0.29790, 0.68585, -1.22536], [-0.01825, 2.44267, -1.01125], [-1.44810, 0.83766, 1.65985], [-1.59239, -0.86454, 1.29437], [1.06179, -0.60090, 1.60031], [0.65514, 1.16342, 1.33631], [2.09177, -0.30017, -2.04947], [2.84188, -0.71142, -0.39473], [-0.35971, 0.40086, -2.21570]], "forces_ev_per_a": [[-0.127, 0.147, -0.941], [-1.385, 0.183, 0.946], [1.190, -1.897, -1.372], [-1.192, 1.797, 1.740], [1.388, 0.360, 0.665], [2.448, -0.163, -2.865], [-2.487, 0.251, -0.471], [0.759, 0.414, 3.758], [0.402, 1.065, -0.767], [-0.112, -0.748, 0.148], [0.020, -0.593, -0.091], [-1.036, 0.521, -0.046], [0.129, -1.000, 0.069], [0.098, 0.103, 0.920], [0.143, -0.099, 0.337], [-0.240, -0.341, -2.029]], "lowdin_charge": [0.05, 0.16, -0.48, -0.13, -0.18, -0.37, 0.07, -0.52, 0.68, 0.13, 0.12, 0.14, 0.12, 0.07, 0.05, 0.09], "total_charge": 0, "largest_force_ha_per_bohr": 0.075, "relative_energy_kcal_mol": 17.8, "e_lumo_ev": 0.6693, "homo_ha": -0.35148}


Entry 4:
{"formula": "C6H8ClO2P", "method": "ωB97M-V/def2-TZVPD", "elements": ["C", "C", "C", "C", "C", "C", "O", "O", "P", "Cl", "H", "H", "H", "H", "H", "H", "H", "H"], "coordinates": [[-0.11577, 0.24086, -2.47582], [-0.21963, 1.11828, -1.33464], [0.17822, -1.12916, -2.24457], [0.35180, -1.61781, -0.99699], [-0.03702, 0.68270, -0.05667], [0.35307, -0.70645, 0.23169], [-0.23568, 1.64200, 2.51580], [0.02003, -1.12783, 3.38400], [-0.67228, 1.95943, 1.15115], [0.29220, 3.68377, 0.56581], [-0.34894, 0.53960, -3.55235], [-0.51450, 2.16382, -1.43178], [0.13988, -1.82548, -3.16739], [0.30410, -2.65818, -0.80594], [-0.35890, -1.37218, 0.87995], [1.22019, -0.50964, 0.89049], [0.29100, -0.30287, 3.71093], [-0.64779, -0.78087, 2.73634]], "forces_ev_per_a": [[-0.129, 1.128, 0.069], [-0.429, -0.578, -2.350], [-0.380, -1.015, -1.742], [0.612, 1.580, 0.536], [-1.152, 1.328, 0.222], [-1.541, -1.712, 0.625], [-0.136, -0.388, 1.350], [-1.723, -1.109, -1.729], [0.995, -1.060, -1.061], [-0.076, 0.237, -0.239], [0.504, -0.028, 1.842], [0.060, -0.303, -0.515], [0.042, 1.074, 1.812], [0.359, -0.865, 0.079], [1.016, 1.757, -0.525], [0.275, -1.172, -0.383], [0.950, 1.865, 1.061], [0.754, -0.740, 0.949]], "lowdin_charge": [-0.03, -0.16, -0.12, -0.05, -0.37, -0.16, -0.47, -0.07, 0.46, 0.26, 0.13, 0.06, 0.14, 0.09, 0.15, 0.14, -0.02, 0.02], "total_charge": 0, "largest_force_ha_per_bohr": 0.052, "relative_energy_kcal_mol": 0.7, "e_lumo_ev": [-2.2402, -1.4650], "homo_ha": [-0.28981, -0.32749]}


Entry 5:
{"formula": "C6H8CoLiO6", "method": "ωB97M-V/def2-TZVPD", "elements": ["O", "C", "C", "O", "O", "C", "H", "H", "H", "H", "O", "C", "C", "O", "O", "C", "H", "H", "H", "H", "Co", "Li"], "coordinates": [[-1.63172, -1.19308, 1.08755], [-0.97164, -1.13528, -0.08529], [-2.59697, -0.12454, 1.09539], [-0.12374, -0.02280, -0.19725], [-2.24637, -0.80139, -1.14470], [-3.19234, -0.15882, -0.32155], [-2.09446, 0.83050, 1.29912], [-3.33489, -0.35225, 1.87243], [-3.36833, 0.87296, -0.66716], [-4.13104, -0.73416, -0.33784], [1.94670, -0.75122, 0.49046], [1.19293, -0.36283, -0.60869], [2.34606, 0.43716, 1.15503], [1.23959, -1.24848, -1.60274], [1.77916, 0.85660, -1.05112], [2.59667, 1.39995, -0.01012], [3.24382, 0.22505, 1.74277], [1.54516, 0.79558, 1.81759], [3.64252, 1.38961, -0.34269], [2.28237, 2.42694, 0.20677], [-0.34380, -2.24880, -1.64499], [2.22031, -0.10069, -2.75297]], "forces_ev_per_a": [[0.649, -0.144, -0.516], [-1.857, 0.506, -1.431], [-0.236, 0.100, 0.093], [0.107, -0.280, -0.021], [2.619, -0.587, 0.936], [-0.659, 0.179, 0.118], [-0.114, -0.270, 0.016], [0.315, 0.093, -0.169], [-0.046, -0.399, -0.005], [0.233, 0.261, -0.011], [-0.041, -0.432, -0.437], [-0.091, 1.055, 1.644], [0.019, 0.275, 0.328], [0.441, -0.250, -1.099], [-0.075, -0.195, -0.827], [0.324, 0.315, 0.394], [-0.234, 0.021, -0.154], [0.189, -0.092, -0.192], [-0.238, 0.030, 0.109], [0.076, -0.271, -0.097], [-1.305, -0.049, 0.966], [-0.076, 0.137, 0.354]], "lowdin_spin": [0.03, 0.15, 0.01, 0.02, 0.04, 0.01, 0.00, 0.00, 0.00, 0.00, 0.00, 0.01, 0.00, 0.09, 0.00, 0.00, 0.00, 0.00, 0.00, 0.00, 2.63, 0.00], "s2": 3.759, "total_charge": 1, "largest_force_ha_per_bohr": 0.055, "relative_energy_kcal_mol": 10.6, "e_lumo_ev": [-4.6524, -4.6222], "homo_ha": [-0.45799, -0.47259], "multiplicity": 4}


Entry 6:
{"formula": "C6H8F5N2", "method": "ωB97M-V/def2-TZVPD", "elements": ["C", "C", "C", "C", "C", "C", "N", "N", "F", "F", "F", "F", "F", "H", "H", "H", "H", "H", "H", "H", "H"], "coordinates": [[0.83190, 2.05769, -1.20284], [0.77565, -0.00892, 0.15859], [1.52352, 3.08303, -0.72376], [0.62060, -2.30954, -0.15926], [-3.42130, 0.91478, -0.08373], [-3.43333, -0.58624, 0.16611], [0.66988, 0.89452, -0.56486], [0.69800, -1.09275, 0.77013], [-3.00746, 1.55638, 1.01451], [-2.42052, 1.16664, -1.06787], [-2.40045, -0.85345, 1.05036], [-3.14813, -1.35061, -0.87127], [-4.54407, -0.92408, 0.75086], [0.39948, 1.97732, -2.14353], [2.00930, 2.95844, 0.20186], [-4.28219, 1.33539, -0.49407], [1.69937, 4.04210, -1.22523], [-0.31808, -2.33338, -0.70211], [0.90351, -3.19114, 0.48816], [1.45034, -2.42052, -0.88808], [0.30896, -1.20477, 1.75374]], "forces_ev_per_a": [[-3.896, -7.362, -1.005], [-0.451, -0.812, 1.742], [3.812, 6.113, 2.156], [1.823, -1.465, 1.307], [3.247, 0.556, -1.358], [2.028, -0.359, 1.341], [0.745, 4.876, -2.917], [-0.352, -3.168, 0.872], [-0.473, -0.132, 0.062], [-0.874, -0.496, 0.986], [-0.455, 0.205, -0.213], [-0.705, 0.215, -0.594], [-0.905, -0.465, 0.068], [-0.802, 0.474, -1.674], [0.567, 0.029, 0.975], [-1.771, 0.469, -0.303], [-0.280, -0.757, -0.034], [-0.220, -0.180, 0.444], [-1.281, 0.752, -0.551], [-0.326, 1.183, 0.363], [0.568, 0.325, -1.665]], "lowdin_spin": [0.52, 0.28, 0.71, 0.03, 0.00, 0.00, 0.20, 0.14, 0.00, 0.00, 0.00, 0.00, 0.00, 0.02, 0.04, 0.00, 0.03, 0.00, 0.00, 0.00, 0.02], "s2": 2.010, "total_charge": 1, "largest_force_ha_per_bohr": 0.163, "e_lumo_ev": [-3.1003, -7.2736], "homo_ha": [-0.38165, -0.57163], "multiplicity": 3}


| no. | M (g mol⁻¹) |
| --- | --- |
| 1 | 211.189 |
| 2 | 559.604 |
| 3 | 129.590 |
| 4 | 178.555 |
| 5 | 241.998 |
| 6 | 203.134 |